# 1
{"formula": "C16H36F12O18S10Zn2", "method": "ωB97M-V/def2-TZVPD", "elements": ["Zn", "Zn", "C", "F", "F", "F", "S", "O", "O", "O", "C", "F", "F", "F", "S", "O", "O", "O", "C", "F", "F", "F", "S", "O", "O", "O", "C", "F", "F", "F", "S", "O", "O", "O", "C", "S", "O", "C", "H", "H", "H", "H", "H", "H", "C", "S", "O", "C", "H", "H", "H", "H", "H", "H", "C", "S", "O", "C", "H", "H", "H", "H", "H", "H", "C", "S", "O", "C", "H", "H", "H", "H", "H", "H", "C", "S", "O", "C", "H", "H", "H", "H", "H", "H", "C", "S", "O", "C", "H", "H", "H", "H", "H", "H"], "xyz": [[4.71, 10.99, -20.05], [3.17, 10.98, -15.05], [6.97, 13.30, -13.97], [7.27, 13.23, -15.26], [8.05, 13.20, -13.22], [6.36, 14.44, -13.75], [5.86, 11.86, -13.53], [6.65, 10.66, -13.66], [5.38, 12.09, -12.17], [4.79, 11.97, -14.55], [3.48, 14.48, -17.66], [4.66, 14.48, -18.25], [3.71, 14.69, -16.37], [2.72, 15.47, -18.10], [2.64, 12.82, -17.95], [2.98, 11.98, -16.82], [1.22, 13.10, -18.13], [3.28, 12.26, -19.13], [2.34, 13.19, -22.91], [2.10, 14.26, -23.63], [1.82, 13.40, -21.69], [1.73, 12.13, -23.42], [4.19, 12.84, -22.85], [4.48, 12.07, -24.05], [4.84, 14.12, -22.85], [4.37, 12.04, -21.63], [6.35, 8.37, -16.96], [7.13, 9.37, -16.61], [6.84, 7.88, -18.11], [6.29, 7.41, -16.06], [4.59, 8.97, -17.30], [3.86, 7.78, -17.67], [4.12, 9.58, -16.06], [4.73, 9.95, -18.36], [7.40, 13.95, -20.89], [7.40, 12.93, -19.39], [6.23, 11.96, -19.44], [8.76, 11.82, -19.77], [8.15, 14.74, -20.93], [6.43, 14.46, -20.84], [7.34, 13.33, -21.78], [8.72, 11.73, -20.86], [8.71, 10.86, -19.26], [9.77, 12.18, -19.55], [4.68, 17.18, -21.28], [5.80, 17.66, -19.93], [6.74, 18.75, -20.39], [4.48, 18.48, -18.98], [5.19, 16.65, -22.08], [4.22, 18.10, -21.67], [3.85, 16.58, -20.91], [3.91, 19.04, -19.73], [4.87, 19.07, -18.17], [3.73, 17.70, -18.80], [2.01, 7.31, -20.52], [1.82, 9.06, -20.31], [3.14, 9.70, -20.66], [0.63, 9.41, -21.65], [2.69, 6.91, -19.76], [2.32, 6.94, -21.49], [0.99, 6.99, -20.26], [1.10, 9.35, -22.62], [0.14, 10.36, -21.46], [-0.20, 8.71, -21.50], [-0.72, 8.91, -16.59], [0.55, 8.81, -15.23], [1.36, 10.10, -15.22], [-0.65, 8.87, -13.87], [-0.26, 8.80, -17.57], [-1.21, 9.88, -16.52], [-1.45, 8.11, -16.46], [-1.24, 9.78, -13.84], [-0.08, 8.71, -12.96], [-1.33, 8.02, -13.92], [0.61, 14.57, -13.22], [1.13, 13.61, -14.71], [2.11, 12.52, -14.36], [-0.48, 12.86, -14.97], [1.31, 14.26, -12.44], [-0.37, 14.22, -12.92], [0.69, 15.64, -13.37], [-0.73, 12.14, -14.18], [-0.41, 12.15, -15.79], [-1.15, 13.69, -15.17], [-1.59, 15.20, -17.46], [-0.40, 16.57, -17.54], [-1.28, 17.76, -17.18], [-0.09, 16.53, -19.32], [-0.92, 14.34, -17.50], [-2.35, 15.42, -18.21], [-2.18, 15.37, -16.55], [-0.96, 16.40, -19.98], [0.56, 15.73, -19.68], [0.23, 17.55, -19.50]], "mulliken_charge": [0.314, 0.666, 0.581, -0.208, -0.210, -0.202, 1.250, -0.684, -0.718, -0.490, 0.401, -0.138, -0.161, -0.108, -1.548, 0.723, -0.479, 0.839, 0.550, -0.225, -0.171, -0.228, 1.067, -0.713, -0.696, -0.115, 0.456, -0.151, -0.207, -0.177, 1.434, -0.730, -0.477, -0.359, -0.591, 0.466, -0.219, -1.027, 0.502, -0.129, 0.297, 0.341, 0.297, 0.373, -0.883, 0.591, -0.685, -0.600, 0.259, 0.514, 0.158, 0.326, 0.360, -0.035, -1.106, 0.861, -0.630, -1.187, 0.285, 0.359, 0.428, 0.366, 0.314, 0.477, -0.595, 0.352, -0.220, -1.025, -0.042, 0.256, 0.452, 0.263, 0.361, 0.448, -1.179, 0.850, -0.487, -1.153, 0.392, 0.378, 0.368, 0.518, 0.012, 0.484, -0.770, 0.631, -0.697, -0.828, 0.013, 0.483, 0.298, 0.400, 0.130, 0.343], "spin_multiplicity": 1, "max_force_ev_per_a": 2.64, "orbital_gap_ev": 8.208, "total_charge": 0, "total_energy_ev": -291827.6263, "lumo_energy_ev": -0.5, "e_homo_ev": -8.748}



# 2
{"formula": "C26H62N2O10P", "method": "ωB97M-V/def2-TZVPD", "elements": ["C", "C", "C", "C", "C", "C", "O", "C", "N", "C", "N", "C", "O", "C", "C", "P", "C", "O", "H", "H", "H", "H", "H", "H", "H", "H", "H", "H", "H", "H", "H", "H", "H", "H", "H", "H", "H", "H", "C", "C", "O", "H", "H", "H", "H", "H", "H", "C", "C", "O", "H", "H", "H", "H", "H", "H", "C", "C", "O", "H", "H", "H", "H", "H", "H", "C", "C", "O", "H", "H", "H", "H", "H", "H", "C", "C", "O", "H", "H", "H", "H", "H", "H", "C", "C", "O", "H", "H", "H", "H", "H", "H", "C", "C", "O", "H", "H", "H", "H", "H", "H"], "xyz": [[-1.86, 2.28, 3.44], [-0.84, 1.62, 3.98], [-0.38, 0.29, 3.44], [1.17, 0.17, 3.44], [1.63, 0.20, 4.92], [2.40, 1.42, 5.36], [3.64, 1.49, 4.63], [1.61, 1.35, 2.56], [2.76, 0.84, 1.80], [2.79, -0.45, 1.82], [3.77, -1.21, 1.21], [3.81, -1.22, -0.02], [3.80, -1.38, -1.16], [1.66, -1.04, 2.59], [0.69, -1.63, 1.53], [2.45, -2.52, 3.53], [1.15, -3.01, 4.69], [2.35, -3.77, 2.48], [-2.67, 1.70, 3.00], [-1.93, 3.36, 3.47], [-0.37, 2.04, 4.86], [-0.83, -0.56, 3.97], [-0.75, 0.24, 2.43], [2.26, -0.65, 5.17], [0.76, 0.13, 5.56], [2.64, 1.30, 6.41], [1.85, 2.35, 5.24], [3.83, 2.42, 4.47], [0.84, 1.66, 1.87], [1.91, 2.28, 3.03], [3.44, 1.44, 1.33], [0.13, -2.45, 1.95], [1.28, -2.07, 0.72], [0.05, -0.89, 1.07], [1.29, -4.07, 4.86], [1.26, -2.50, 5.64], [0.13, -2.85, 4.32], [3.11, -3.75, 1.88], [2.63, -2.29, -5.33], [2.17, -0.89, -4.95], [1.93, -0.78, -3.54], [1.89, -3.02, -5.03], [2.79, -2.37, -6.41], [3.57, -2.54, -4.83], [1.23, -0.65, -5.44], [2.92, -0.15, -5.26], [2.76, -0.97, -3.08], [-6.65, 0.51, 3.68], [-5.48, 1.19, 2.99], [-4.39, 0.28, 2.79], [-6.35, 0.11, 4.65], [-7.47, 1.21, 3.82], [-7.01, -0.32, 3.07], [-5.09, 2.02, 3.58], [-5.79, 1.57, 2.02], [-4.71, -0.45, 2.26], [-8.75, -3.57, 2.46], [-9.66, -2.47, 2.99], [-9.35, -1.20, 2.42], [-7.71, -3.33, 2.68], [-8.99, -4.53, 2.91], [-8.85, -3.66, 1.38], [-9.55, -2.36, 4.06], [-10.71, -2.71, 2.77], [-9.46, -1.27, 1.47], [-7.58, 1.60, -0.28], [-7.59, 0.22, -0.91], [-6.92, -0.73, -0.08], [-6.55, 1.91, -0.11], [-8.07, 2.34, -0.91], [-8.09, 1.56, 0.68], [-7.06, 0.22, -1.87], [-8.61, -0.11, -1.10], [-7.38, -0.75, 0.77], [3.06, 2.87, -2.66], [2.50, 3.44, -1.37], [3.38, 3.19, -0.27], [3.22, 1.79, -2.56], [2.39, 3.04, -3.49], [4.03, 3.32, -2.89], [1.55, 2.97, -1.12], [2.34, 4.51, -1.46], [4.23, 3.60, -0.47], [6.54, 1.05, -2.99], [6.05, 0.86, -4.41], [6.19, -0.50, -4.82], [7.59, 0.74, -2.91], [6.46, 2.09, -2.68], [5.96, 0.43, -2.30], [6.64, 1.46, -5.11], [5.00, 1.17, -4.50], [5.66, -1.04, -4.23], [5.76, -0.95, -8.40], [4.99, 0.30, -8.02], [5.37, 1.42, -8.82], [6.83, -0.78, -8.29], [5.48, -1.79, -7.76], [5.57, -1.22, -9.44], [5.19, 0.57, -6.99], [3.91, 0.13, -8.12], [5.19, 1.20, -9.74]], "mulliken_charge": [-0.902, -0.195, -1.218, 2.071, -1.076, -1.062, -0.577, -1.777, 0.263, -0.714, -0.428, 0.677, -0.345, 1.365, -1.531, 0.038, -1.008, -0.480, 0.081, 0.320, 0.384, 0.438, 0.470, 0.393, 0.445, 0.503, 0.454, 0.342, 0.588, 0.398, 0.320, 0.392, 0.376, 0.474, 0.458, 0.320, 0.288, 0.348, -1.052, 0.054, -0.438, 0.306, 0.338, 0.261, 0.371, -0.008, 0.230, -0.846, 0.156, -0.549, 0.374, 0.325, -0.038, 0.404, -0.141, 0.308, -0.979, -0.300, -0.462, 0.232, 0.370, 0.306, 0.299, 0.307, 0.249, -0.880, -0.225, -0.506, 0.170, 0.394, 0.242, 0.320, 0.262, 0.202, -0.820, -0.384, -0.470, 0.109, 0.379, 0.327, 0.302, 0.309, 0.279, -0.887, -0.068, -0.475, 0.358, 0.339, 0.003, 0.422, 0.057, 0.257, -1.078, 0.343, -0.550, 0.284, 0.263, 0.415, -0.202, 0.225, 0.316], "spin_multiplicity": 1, "max_force_ev_per_a": 1.52, "orbital_gap_ev": 8.451, "total_charge": 1, "total_energy_ev": -60702.7338, "lumo_energy_ev": -3.0, "e_homo_ev": -11.472}



# 3
{"formula": "C22H25B3BiF8N12S", "method": "ωB97M-V/def2-TZVPD", "elements": ["Bi", "C", "C", "N", "N", "C", "B", "N", "C", "C", "C", "N", "N", "C", "C", "C", "N", "N", "C", "C", "C", "N", "H", "H", "H", "H", "H", "H", "H", "H", "H", "H", "H", "H", "C", "C", "N", "C", "S", "N", "N", "C", "C", "C", "C", "C", "C", "C", "N", "H", "H", "H", "H", "H", "H", "H", "H", "H", "H", "H", "H", "H", "F", "B", "F", "F", "F", "F", "B", "F", "F", "F"], "xyz": [[0.24, -0.06, -0.18], [4.71, 0.65, -0.13], [3.55, -0.12, -0.22], [2.48, 0.67, -0.12], [2.92, 1.95, 0.04], [4.26, 1.95, 0.03], [1.91, 3.11, 0.00], [1.19, 3.04, -1.36], [1.47, 3.68, -2.51], [0.68, 3.16, -3.51], [-0.05, 2.15, -2.89], [0.26, 2.08, -1.60], [0.86, 2.93, 1.14], [0.56, 3.79, 2.12], [-0.40, 3.23, 2.93], [-0.64, 1.98, 2.36], [0.12, 1.81, 1.29], [2.55, 4.47, 0.18], [2.01, 5.67, -0.15], [2.72, 6.65, 0.50], [3.67, 5.94, 1.25], [3.56, 4.64, 1.07], [5.73, 0.31, -0.18], [3.45, -1.18, -0.36], [4.80, 2.87, 0.16], [2.21, 4.46, -2.54], [0.65, 3.45, -4.54], [-0.77, 1.46, -3.31], [1.06, 4.75, 2.19], [-0.85, 3.65, 3.81], [-1.30, 1.19, 2.68], [1.17, 5.75, -0.82], [2.57, 7.71, 0.44], [4.44, 6.32, 1.91], [-0.83, -5.51, 3.22], [0.00, -5.05, 2.04], [0.60, -3.74, 2.28], [0.03, -2.58, 2.08], [0.82, -1.11, 2.39], [-1.30, -2.68, 1.64], [-1.70, -1.60, 1.03], [-2.87, -1.65, 0.42], [-3.70, -2.87, 0.29], [-3.30, -0.37, -0.18], [-4.56, -0.23, -0.73], [-4.93, 1.00, -1.25], [-4.03, 2.05, -1.19], [-2.78, 1.81, -0.64], [-2.41, 0.64, -0.16], [-1.24, -6.51, 3.02], [-0.24, -5.56, 4.13], [-1.67, -4.83, 3.38], [0.84, -5.73, 1.85], [-0.58, -5.01, 1.12], [1.60, -3.69, 2.44], [-3.24, -3.71, 0.79], [-4.70, -2.71, 0.69], [-3.80, -3.10, -0.78], [-5.25, -1.06, -0.76], [-5.91, 1.14, -1.69], [-4.27, 3.03, -1.58], [-2.03, 2.60, -0.60], [0.27, -0.70, -2.69], [-0.99, -1.36, -2.99], [-1.40, -1.95, -1.75], [-0.84, -2.29, -3.97], [-1.93, -0.37, -3.32], [1.57, -4.67, -0.52], [2.28, -3.49, -0.42], [1.28, -2.39, -0.45], [2.91, -3.40, 0.84], [3.17, -3.27, -1.43]], "mulliken_spin": [0.037, 0.000, 0.000, -0.017, 0.005, 0.000, -0.001, -0.001, 0.000, 0.000, -0.001, 0.001, 0.000, 0.000, 0.000, 0.001, -0.001, 0.000, 0.000, 0.000, 0.000, 0.000, 0.000, 0.001, 0.000, 0.000, 0.000, 0.001, 0.000, 0.000, -0.002, 0.000, 0.000, 0.000, 0.008, 0.011, 0.100, -0.082, 0.059, 0.519, -0.057, 0.111, 0.032, 0.125, 0.064, -0.021, 0.064, -0.019, 0.048, 0.000, 0.000, 0.000, 0.000, -0.003, -0.008, 0.007, 0.009, 0.004, 0.007, 0.000, 0.001, 0.006, 0.000, 0.000, 0.006, 0.000, 0.000, 0.000, -0.004, -0.015, 0.001, 0.000], "spin_multiplicity": 2, "max_force_ev_per_a": 0.23, "orbital_gap_ev": [8.315, 6.311], "total_charge": 0, "total_energy_ev": -81560.3854, "lumo_energy_ev": [-0.9, -2.9], "e_homo_ev": [-9.245, -9.211], "s2": 0.7793}



# 4
{"formula": "C4H6S", "method": "ωB97M-V/def2-TZVPD", "elements": ["C", "C", "C", "C", "S", "H", "H", "H", "H", "H", "H"], "xyz": [[0.03, -1.46, 0.21], [-0.09, -0.15, -0.05], [1.10, 0.70, 0.18], [-1.32, 0.51, -0.36], [-2.87, 0.04, -0.39], [1.00, -1.93, 0.55], [-0.83, -2.04, 0.09], [1.21, 1.32, -0.68], [1.96, -0.10, -0.01], [1.14, 1.51, 1.01], [-1.32, 1.62, -0.54]], "nbo_charge": [-0.270, -0.141, -0.641, -0.292, 0.050, 0.206, 0.206, 0.213, 0.223, 0.239, 0.208], "spin_multiplicity": 1, "max_force_ev_per_a": 2.93, "orbital_gap_ev": [7.796, 7.795], "total_charge": 0, "total_energy_ev": -15078.3288, "lumo_energy_ev": [-0.9, -0.9], "smiles": "C=C(C)C=S", "e_homo_ev": [-8.662, -8.662]}



# 5
{"formula": "C4H10NP", "method": "ωB97M-V/def2-TZVPD", "elements": ["C", "C", "N", "C", "P", "C", "H", "H", "H", "H", "H", "H", "H", "H", "H", "H"], "xyz": [[0.70, -0.35, 1.49], [-0.42, 0.32, 0.71], [-0.14, 0.57, -0.67], [-0.14, 1.97, -1.27], [-1.50, -0.44, -0.46], [-0.44, -2.04, -0.78], [0.39, -1.28, 1.96], [1.10, 0.39, 2.28], [1.55, -0.65, 0.71], [-1.12, 1.18, 1.40], [-0.28, 2.02, -2.29], [-0.95, 2.57, -0.76], [0.79, 2.38, -1.13], [-1.01, -2.91, -0.50], [0.51, -1.90, -0.24], [-0.23, -2.34, -1.88]], "nbo_charge": [-0.641, -0.322, -0.684, -0.387, 0.864, -0.921, 0.217, 0.224, 0.224, 0.188, 0.201, 0.172, 0.195, 0.212, 0.226, 0.232], "spin_multiplicity": 1, "max_force_ev_per_a": 4.81, "orbital_gap_ev": 9.917, "total_charge": 0, "total_energy_ev": -15086.4101, "lumo_energy_ev": 1.2, "smiles": "C[C@H]1N(C)P1C", "e_homo_ev": -8.750}